w) Entry from OMol25: 2 unconnected molecules or ions with the total composition C4H12N2O3 (ωB97M-V with the def2-TZVPD basis set).

Each line ends with the Löwdin charge.
Cartesian coordinates (Å):
C -1.305 -1.727 1.242  -0.3753
C 0.870 0.130 0.684  -0.1920
N 1.919 -0.834 0.433  -0.0088
O -1.828 -1.234 2.364  0.0976
O -1.869 -1.664 0.164  0.0375
H -2.637 -0.733 2.166  0.1355
H -0.816 -1.051 -1.206  0.0716
H -0.425 -2.343 1.452  0.1511
H 2.439 -0.678 -0.426  0.0638
H 1.545 -1.770 0.303  0.0535
H 1.314 1.083 0.989  0.0889
H 0.299 -0.122 1.579  0.0708
C 1.005 1.583 -1.529  -0.0255
C 0.062 0.620 -0.825  -0.6329
N -1.184 1.247 -0.549  0.0892
O -0.084 -0.511 -1.590  -0.0125
H -1.897 0.577 -0.280  0.0614
H -1.097 1.993 0.128  0.0843
H 1.090 2.508 -0.966  0.0792
H 0.610 1.798 -2.520  0.0883
H 1.987 1.128 -1.614  0.0742

Properties
Kohn-Sham gap (eV): 8.4
HOMO (eV): -8.0
SMILES: C[C@@](N)(O)CN.O=CO

---

x) Entry from OMol25: 2 unconnected molecules or ions with the total composition C4H12N2O3 (ωB97M-V with the def2-TZVPD basis set).

Each line ends with the Löwdin charge.
Cartesian coordinates (Å):
C 0.394 -0.654 -0.292  -0.2143
C 0.184 -1.132 1.166  -0.2118
C -0.451 -2.541 1.187  -0.3034
N -1.616 -2.633 0.370  -0.0054
N 0.993 0.689 -0.101  0.0573
C 1.239 1.614 -1.110  -0.5898
O 0.628 1.430 -2.322  0.0833
O 2.095 2.444 -1.025  0.1090
H -0.597 -0.500 -0.780  0.1061
H 0.923 -1.426 -0.894  0.1290
H -0.526 -0.292 1.593  0.1139
H 1.178 -1.094 1.700  0.1208
H 0.453 -3.194 1.015  0.1223
H -0.803 -2.765 2.237  0.1215
H -1.536 -2.704 -0.629  0.0677
H -2.570 -2.461 0.567  0.0626
H 1.763 0.667 0.546  0.1283
H -0.335 1.561 -2.323  0.1194
H -2.791 0.814 2.333  0.0404
H -1.967 0.642 0.889  -0.0039
O -2.333 1.185 1.581  -0.0529

Properties
Kohn-Sham gap (eV): 9.7
HOMO (eV): -9.3
SMILES: NCCCNC(=O)O.O

---

If we sort the structures by their calculated energies, the order from most to least stable is w), x).

---

w) Entry from OMol25: a single C4H7FN2 molecule (ωB97M-V with the def2-TZVPD basis set).

Each line ends with the Löwdin charge.
Cartesian coordinates (Å):
C -1.283 1.705 0.056  -0.3901
C -0.414 0.668 -0.818  -0.1550
C -1.365 -1.173 0.388  -0.1250
C 0.965 -0.714 0.442  -0.0624
N -1.928 1.349 1.011  0.0378
N -0.319 -0.540 -0.090  -0.1889
F -2.408 -1.124 -0.390  0.1043
H -1.271 2.707 -0.496  0.1005
H -0.975 0.677 -1.795  0.1323
H 0.638 0.944 -0.962  0.0962
H -1.372 -1.790 1.300  0.1574
H 1.120 -0.695 1.544  0.1188
H 1.431 -1.636 0.046  0.1100
H 1.575 0.054 0.053  0.0642

Properties
Kohn-Sham gap (alpha / beta) (eV): 7.4 / 7.1
HOMO (alpha / beta) (eV): -7.0 / -6.8

---

x) Entry from OMol25: a single C4H7FN2 molecule (ωB97M-V with the def2-TZVPD basis set).

Each line ends with the Löwdin charge.
Cartesian coordinates (Å):
C 0.662 0.619 -1.864  -0.1265
C 0.323 -0.092 -0.579  -0.4483
C -0.753 0.316 1.632  -0.1695
C -0.711 -0.967 2.036  0.0064
H 0.374 0.097 -2.763  0.1130
H 1.825 0.660 -1.924  0.1562
H 0.997 -1.756 -1.217  0.0903
H -0.479 1.610 0.087  0.1036
H -1.313 1.113 2.160  0.1115
H -0.279 -1.701 1.357  0.0202
H -1.181 -1.235 2.951  0.0341
N 0.618 -1.286 -0.349  0.1140
N -0.192 0.724 0.396  0.0466
F 0.109 1.897 -1.923  -0.0515

Properties
Kohn-Sham gap (eV): 9.4
HOMO (eV): -8.5
SMILES: [H]/N=C(\CF)NC=C

---

If we sort the structures by their calculated energies, the order from most to least stable is x), w).

---

w) Entry from OMol25: a single C4H10NOP molecule (ωB97M-V with the def2-TZVPD basis set).

Each line ends with the Löwdin charge.
Cartesian coordinates (Å):
C 1.406 0.571 -0.118  -0.1074
C -0.602 0.689 1.393  -0.0360
C 0.334 -1.532 0.555  -0.0801
C 0.103 -0.049 0.207  -0.7582
N -0.594 0.135 -1.022  -0.2691
O -2.002 0.445 -2.870  -0.3717
P -1.720 -0.654 -1.727  0.8431
H 2.071 0.998 0.635  0.0839
H 2.119 0.100 -0.751  0.0715
H 1.236 1.523 -0.635  0.0825
H -1.697 0.456 1.338  0.0761
H -0.531 1.830 1.458  0.1026
H -0.133 0.011 2.175  0.0893
H 0.618 -1.988 -0.419  0.0835
H 1.196 -1.543 1.236  0.0829
H -0.507 -2.029 1.043  0.0778
H -1.295 1.039 -2.497  0.0290

Properties
Kohn-Sham gap (eV): 9.8
HOMO (eV): -9.5
SMILES: CC(C)(C)/N=P/O

---

x) Entry from OMol25: 2 unconnected molecules or ions with the total composition C4H10NOP (ωB97M-V with the def2-TZVPD basis set).

Each line ends with the Löwdin charge.
Cartesian coordinates (Å):
C 0.768 -0.733 -0.102  -0.0372
C 3.088 -0.986 0.306  -0.1262
C -1.370 1.416 0.006  -0.3804
C -1.325 0.084 0.675  -0.4646
N 1.748 -0.556 0.599  -0.0729
O -0.262 2.219 0.324  -0.0792
P -2.287 -1.335 0.162  0.7536
H 0.564 -1.183 -1.061  0.0676
H 3.214 -1.339 -0.725  0.0770
H 3.335 -1.794 0.996  0.0815
H 3.763 -0.153 0.497  0.0774
H -2.244 1.988 0.352  0.1219
H -1.464 1.291 -1.086  0.1049
H -1.056 0.095 1.727  0.0630
H 0.532 1.675 0.285  0.0493
H -2.428 -0.943 -1.172  -0.1152
H -3.557 -0.823 0.469  -0.1206

Properties
Kohn-Sham gap (alpha / beta) (eV): 8.5 / 8.5
HOMO (alpha / beta) (eV): -8.0 / -8.0

---

If we sort the structures by their calculated energies, the order from most to least stable is w), x).

---

w) Entry from OMol25: 2 unconnected molecules or ions with the total composition C3H6FN (ωB97M-V with the def2-TZVPD basis set).

Each line ends with the Löwdin charge.
Cartesian coordinates (Å):
C -1.627 0.671 -0.438  0.0347
C -0.673 -0.061 0.144  -0.1978
C 0.744 0.216 0.297  -0.4845
N 1.649 -0.710 -0.311  0.0620
F 0.956 1.583 0.051  -0.0488
H -2.676 0.259 -0.208  0.0921
H -1.394 1.672 -0.759  0.0551
H -0.804 -0.993 0.565  0.0753
H 0.930 0.214 1.757  0.2140
H 1.121 -1.161 -1.087  0.0952
H 2.373 -0.117 -0.773  0.1027

Properties
Kohn-Sham gap (eV): 10.7
HOMO (eV): -9.7

---

x) Entry from OMol25: 2 unconnected molecules or ions with the total composition C3H6FN (ωB97M-V with the def2-TZVPD basis set).

Each line ends with the Löwdin charge.
Cartesian coordinates (Å):
C 0.950 -0.627 -0.044  -0.1990
C 0.261 -1.614 -0.477  0.0727
C 1.410 0.687 -0.151  -0.1315
N -1.863 0.181 0.428  0.0031
F -1.742 -0.283 1.756  -0.1129
H -1.095 0.747 0.257  -0.0057
H -0.786 -1.761 -0.539  0.0060
H -1.609 -0.291 -0.489  0.0774
H 1.806 1.086 0.856  0.1274
H 0.584 1.248 -0.677  0.1091
H 2.084 0.627 -0.920  0.0534

Properties
Kohn-Sham gap (eV): 10.0
HOMO (eV): -9.7
SMILES: C#CC.NF

---

If we sort the structures by their calculated energies, the order from most to least stable is w), x).

---

w) Entry from OMol25: 2 unconnected molecules or ions with the total composition CH3O3S (ωB97M-V with the def2-TZVPD basis set).

Each line ends with the Löwdin charge.
Cartesian coordinates (Å):
C 1.457 -0.540 0.041  0.0066
O -1.838 0.277 1.380  -0.4479
O -1.119 1.853 -0.343  -0.4491
O -1.737 -0.449 -0.996  -0.4505
S -1.207 0.433 0.054  0.4709
H 1.371 -1.481 0.427  -0.0674
H 1.377 -0.458 -1.069  -0.0069
H 1.697 0.365 0.505  -0.0556

Properties
Total charge: -1
Kohn-Sham gap (alpha / beta) (eV): 8.5 / 7.4
HOMO (alpha / beta) (eV): -4.5 / -3.5

---

x) Entry from OMol25: a molecular structure, CH3O3S (ωB97M-V with the def2-TZVPD basis set).

Each line ends with the Löwdin charge.
Cartesian coordinates (Å):
C -0.021 -0.248 0.255  -0.2932
O 0.413 0.252 -2.591  -0.6024
O 0.669 -2.076 -1.943  -0.6400
O -0.772 0.887 -0.116  -0.1827
S 1.165 -0.677 -1.736  0.6417
H 0.924 -0.081 0.742  0.0141
H -0.542 -1.183 0.406  0.0376
H -0.968 0.765 -1.048  0.0249

Properties
Total charge: -1
Kohn-Sham gap (eV): 6.6
HOMO (eV): -2.5

---

If we sort the structures by their calculated energies, the order from most to least stable is x), w).

---

w) Entry from OMol25: 2 unconnected molecules or ions with the total composition CHN2OS (ωB97M-V with the def2-TZVPD basis set).

Each line ends with the Löwdin charge.
Cartesian coordinates (Å):
C -1.903 0.554 -0.351  -0.5082
N -2.067 1.697 -0.429  0.0294
N -1.272 -0.536 -0.318  -0.1953
O -1.705 -1.707 -0.088  -0.2238
S 3.699 -0.513 0.218  0.2278
H 3.247 0.504 0.967  -0.3299

Properties
Total charge: -1
Kohn-Sham gap (alpha / beta) (eV): 6.8 / 2.7
HOMO (alpha / beta) (eV): -3.3 / -2.6

---

x) Entry from OMol25: 2 unconnected molecules or ions with the total composition CHN2OS (ωB97M-V with the def2-TZVPD basis set).

Each line ends with the Löwdin charge.
Cartesian coordinates (Å):
C 3.210 -0.486 0.217  -1.1860
N 3.445 -1.608 0.373  -0.0678
N -3.056 0.540 -0.541  0.0288
O -3.400 0.945 0.559  -0.0698
S 2.894 1.081 -0.008  0.2540
H -3.093 -0.472 -0.600  0.0408

Properties
Total charge: -1
Kohn-Sham gap (eV): 5.0
HOMO (eV): -3.3

---

y) Entry from OMol25: 2 unconnected molecules or ions with the total composition CHN2OS (ωB97M-V with the def2-TZVPD basis set).

Each line ends with the Löwdin charge.
Cartesian coordinates (Å):
C -0.798 0.091 0.981  -0.2160
N -1.119 -1.005 1.095  0.0433
N 1.014 -0.541 -0.897  -0.7209
O 1.411 0.299 -0.020  -0.4201
S -0.019 0.086 -1.937  0.2993
H -0.490 1.070 0.778  0.0144

Properties
Total charge: -1
Kohn-Sham gap (eV): 7.4
HOMO (eV): -3.3

---

If we sort the structures by their calculated energies, the order from most to least stable is x), y), w).

---

w) Entry from OMol25: a single C9H15N3O6 molecule (ωB97M-V with the def2-TZVPD basis set).

Each line ends with the Löwdin charge.
Cartesian coordinates (Å):
C -1.419 -0.955 -0.739  -0.3482
C 0.034 -1.002 -0.443  -0.4122
C -2.265 -0.229 0.330  -0.1424
C -3.737 -0.485 -0.114  -0.1072
C -4.677 0.570 0.598  -0.4952
C 1.866 0.532 -0.237  -0.1703
C 2.049 2.127 -0.283  -0.2402
C 3.173 -0.315 -0.662  -0.0623
C 3.881 -0.889 0.490  -0.5292
H -1.558 -2.672 -1.776  0.0291
H -2.124 -2.737 -0.216  0.1350
H -1.452 -0.265 -1.739  0.1913
H -1.919 0.770 0.557  0.1223
H -2.003 -0.745 1.201  0.1033
H -3.970 -0.483 -1.258  0.1411
H -3.911 -1.655 0.281  0.1743
H -6.121 -0.238 -0.498  0.2023
H 0.128 0.925 -1.165  0.1172
H 1.701 0.075 0.754  0.1230
H 3.774 0.094 -1.646  0.1872
H 2.765 -1.325 -1.070  0.1462
H 3.541 -1.770 2.446  0.1100
H 2.132 -1.607 1.311  0.1114
H 3.470 3.428 -0.190  0.1312
N -2.082 -2.198 -1.157  0.0546
N 0.649 0.103 -0.929  0.0965
N 3.162 -1.319 1.613  0.1191
O 0.683 -1.942 0.099  0.0225
O -4.313 1.237 1.495  0.1317
O -6.018 0.727 0.091  -0.0186
O 1.068 2.949 -0.569  0.0174
O 5.148 -0.929 0.504  -0.0071
O 3.434 2.454 -0.035  0.0664

Properties
Kohn-Sham gap (eV): 9.7
HOMO (eV): -9.5
SMILES: NC(=O)C[C@H](NC(=O)[C@@H](N)CCC(=O)O)C(=O)O

---

x) Entry from OMol25: a single C9H15N3O6 molecule (ωB97M-V with the def2-TZVPD basis set).

Each line ends with the Löwdin charge.
Cartesian coordinates (Å):
C 2.683 -0.642 0.632  -0.2496
C 1.493 0.081 -0.024  -0.4161
C 3.737 -0.805 -0.489  -0.0481
C 4.844 0.253 -0.319  -0.4917
C -0.936 0.414 -0.262  -0.2052
C -1.304 1.711 0.462  -0.4660
C -2.089 -0.563 -0.491  -0.1183
C -3.381 0.127 -1.028  -0.0873
C -4.639 -0.366 -0.320  -0.5549
H 1.820 -2.567 0.529  0.1055
H 2.706 -2.423 1.867  0.0925
H 3.070 0.004 1.467  0.1812
H 4.268 -1.760 -0.449  0.1247
H 3.304 -0.790 -1.489  0.1275
H 3.477 1.622 -0.613  0.0704
H 0.145 -0.904 1.127  0.1490
H -0.497 0.786 -1.293  0.1916
H -1.796 -1.339 -1.223  0.1290
H -2.222 -1.064 0.463  0.1162
H -3.279 1.202 -0.889  0.1068
H -3.488 -0.055 -2.107  0.1254
H -5.662 -0.065 1.395  0.1229
H -4.033 0.689 1.317  0.0686
H 0.295 2.366 -0.230  0.0843
N 2.108 -1.866 1.247  0.0239
N 0.243 -0.282 0.319  0.1277
N -4.722 0.025 0.993  0.1563
O 1.669 1.052 -0.762  0.0165
O 5.966 -0.002 0.020  0.1160
O 4.439 1.565 -0.469  0.0885
O -2.291 1.853 1.098  0.1308
O -5.530 -0.987 -0.843  0.0571
O -0.398 2.730 0.363  0.1251

Properties
Kohn-Sham gap (eV): 9.9
HOMO (eV): -9.8
SMILES: NC(=O)CC[C@H](NC(=O)[C@@H](N)CC(=O)O)C(=O)O

---

If we sort the structures by their calculated energies, the order from most to least stable is x), w).

---

w) Entry from OMol25: a single C3H10NOP molecule (ωB97M-V with the def2-TZVPD basis set).

Each line ends with the Löwdin charge.
Cartesian coordinates (Å):
C 1.287 -1.089 -0.086  -0.3414
C 1.041 1.240 -0.911  -0.1770
C -2.204 -0.136 0.647  -0.3437
N 0.430 0.083 -0.324  -0.3954
O 1.157 -2.163 -0.972  -0.1015
P -1.196 -0.330 -0.934  0.8903
H 2.331 -0.840 -0.197  0.1187
H 1.188 -1.395 0.872  0.0758
H 0.202 -2.498 -0.891  0.0746
H 0.751 2.163 -0.511  0.0642
H 2.026 1.264 -0.668  0.0442
H 0.991 1.232 -1.971  0.0693
H -2.202 -0.968 1.364  0.0243
H -1.930 0.891 1.183  0.0782
H -3.110 -0.030 0.144  -0.0407
H -1.335 1.011 -1.409  -0.0398

Properties
Kohn-Sham gap (eV): 9.2
HOMO (eV): -8.3
SMILES: CPN(C)CO

---

x) Entry from OMol25: 2 unconnected molecules or ions with the total composition C3H10NOP (ωB97M-V with the def2-TZVPD basis set).

Each line ends with the Löwdin charge.
Cartesian coordinates (Å):
C 2.482 0.159 1.671  -0.0823
C -0.454 0.878 -1.307  -0.3099
C 2.532 -0.343 0.442  -0.0919
N -2.885 -0.189 -0.431  -0.2017
O -0.969 -0.573 0.979  -0.3559
P -1.264 -0.706 -0.649  0.7281
H 2.945 -0.284 2.547  0.0477
H 1.773 0.963 1.926  0.0568
H -0.123 -0.905 1.271  0.0035
H -1.051 1.139 -2.233  0.0364
H -0.381 1.631 -0.529  0.0220
H 0.549 0.798 -1.804  0.0128
H 3.281 -1.078 0.091  0.0549
H 2.097 0.174 -0.474  0.0452
H -3.198 0.153 0.475  0.0402
H -3.631 -0.715 -0.790  -0.0060

Properties
Kohn-Sham gap (eV): 9.5
HOMO (eV): -8.4
SMILES: CP(N)O.C=C

---

If we sort the structures by their calculated energies, the order from most to least stable is x), w).